(1)
# C9H15N2O2S2

A structure of composition C9H15N2O2S2 at a distorted geometry (wB97M-V/def2-TZVPD, OMol25).

The geometry in XYZ format:
```
30
Properties=species:S:1:pos:R:3:lowdin_charge:R:1
C -2.38963 -1.79587 1.23978 -0.016
C -0.67570 -0.58647 2.36135 -0.032
C -2.08800 -1.13497 -0.00038 0.037
C -0.31505 -0.10496 1.10098 0.041
C -1.71327 -1.47064 2.40541 -0.558
C 2.51986 2.48929 -3.31051 -0.101
C 3.92318 2.10380 -1.16945 -0.033
C -3.66475 -2.97071 3.48236 -0.339
C -0.81454 0.63335 -1.13565 -0.340
N -1.06307 -0.31065 -0.02332 -0.020
N 3.08949 1.59318 -2.28196 -0.463
O 3.06906 -0.66172 -1.29803 -0.389
O 0.44531 0.68215 -1.56479 -0.341
S -2.13587 -2.14395 3.92697 1.017
S 2.44562 0.09689 -2.32483 1.124
H -3.07861 -2.58295 1.04429 0.101
H -0.23800 -0.40067 3.27006 0.093
H -2.58128 -1.26267 -0.88831 0.120
H 0.47232 0.57474 1.09029 0.124
H 2.25914 1.79737 -4.17021 0.086
H 1.51822 2.96918 -2.82347 0.142
H 3.32531 3.21529 -3.64032 0.110
H 4.32329 1.17203 -0.65021 0.108
H 4.64212 2.80094 -1.51642 0.083
H 3.25248 2.61193 -0.50385 0.089
H -4.27354 -2.33588 2.89241 0.042
H -4.12286 -3.24987 4.33725 0.009
H -3.45773 -3.77079 2.81905 0.041
H -1.22071 1.57833 -0.68729 0.147
H -1.45283 0.46430 -1.98120 0.120
```

Output
Charge ... +1
Spin multiplicity ... 1
Orbital gap ... 8.3 eV
E_HOMO ... -12.031 eV

(2)
# C9H15N3

The ion C9H15N3 with charge +2 at a distorted geometry (wB97M-V/def2-TZVPD, OMol25).

The geometry in XYZ format:
```
27
Properties=species:S:1:pos:R:3:lowdin_charge:R:1
C -1.48634 -1.48347 -1.83850 -0.256
C -1.45254 0.00565 -1.71475 -0.036
C 1.34454 1.80365 1.25087 -0.092
C 2.24281 0.80319 0.47965 -0.117
C -0.10955 1.27456 1.55536 -0.169
C 2.24938 -0.49216 0.80966 0.040
C -1.21813 1.36841 0.53537 -0.130
C -1.32074 -1.02150 0.24006 -0.084
C 2.26444 -1.64905 1.28026 0.190
N -1.32278 -2.04838 -0.58533 0.161
N -1.63157 -2.20535 -2.92353 0.275
N -1.24864 0.21456 -0.31321 -0.083
H -0.74422 0.60276 -2.33303 0.168
H -2.46840 0.39123 -2.05986 0.192
H 1.74593 2.23119 2.18666 0.144
H 1.10169 2.61544 0.51883 0.132
H 2.55365 1.11429 -0.59815 0.211
H 3.24029 0.83567 0.84776 0.184
H 0.07240 0.27195 1.94824 0.087
H -0.49266 1.79899 2.45932 0.145
H 3.20066 -1.94673 1.75783 0.156
H 1.43504 -2.30730 1.01987 0.135
H -2.21521 1.43459 0.99375 0.151
H -1.09459 2.25644 -0.13182 0.157
H -1.22723 -1.05739 1.32534 0.156
H -1.55958 -1.66787 -3.78207 0.159
H -1.85863 -3.14337 -2.92857 0.125
```

Output
Charge ... +2
Spin multiplicity ... 1
Orbital gap ... 8.4 eV
Energy relative to the best compared isomer or geometry (same formula, charge and spin) ... 99.5 kcal per mole
E_HOMO ... -17.046 eV

(3)
# C9H15N3O

A cluster of 2 separate species, C9H15N3O in total at a distorted geometry (wB97M-V/def2-TZVPD, OMol25).

The geometry in XYZ format:
```
28
Properties=species:S:1:pos:R:3:lowdin_charge:R:1
C -3.21632 -2.11314 0.32438 -0.162
C -1.30773 -2.31894 -0.60547 -0.081
C -1.27904 1.75229 -0.53151 -0.035
C -0.28446 -0.39441 0.54582 0.069
C -2.67320 1.65998 -0.14264 -0.173
C -0.63834 2.97105 0.09522 -0.134
C 3.36578 -1.83724 0.37554 -0.091
C 1.86747 -1.38826 0.68855 -0.196
C 0.95058 -0.53732 -0.28430 -0.409
N -2.48584 -2.89996 -0.50822 0.086
N -2.53138 -1.09780 0.82489 0.072
N -1.33008 -1.18365 0.22016 -0.152
O 0.88870 -1.18366 -1.55406 -0.063
H -4.20770 -2.33930 0.57570 0.097
H -0.44369 -2.72674 -1.18784 0.152
H -3.23012 2.61259 0.21938 0.113
H -3.16027 1.22109 -0.98174 0.067
H -2.88049 0.69322 0.34432 0.047
H -1.18284 3.87901 0.30794 0.074
H -0.04810 2.59589 0.87613 0.069
H 0.17784 3.24270 -0.45642 0.029
H 3.54639 -2.89089 0.69264 0.081
H 4.03261 -1.18250 0.94026 0.055
H 3.49449 -1.57074 -0.68038 0.066
H 2.04158 -0.98863 1.71728 0.114
H 1.46119 -2.41431 0.77273 0.097
H 1.52500 0.36472 -0.27827 0.125
H 0.03986 -0.81422 -1.84982 0.082
```

Output
Spin multiplicity ... 1
Orbital gap (alpha / beta) ... 7.4 / 7.4 eV
Energy relative to the best compared isomer or geometry (same formula, charge and spin) ... 175.0 kcal per mole
E_HOMO (alpha / beta) ... -8.220 / -8.220 eV

(4)
# C9H15N3O3S2

The ion C9H15N3O3S2 with charge -2 at a distorted geometry (wB97M-V/def2-TZVPD, OMol25).

The geometry in XYZ format:
```
32
Properties=species:S:1:pos:R:3:lowdin_charge:R:1
C 4.35919 -0.27723 1.24467 -0.083
N 3.43124 -0.51810 0.13904 -0.028
C 2.13694 -0.20544 0.15219 -0.490
O 1.61922 0.26008 1.16069 0.022
C 1.34057 -0.36747 -1.13797 -0.278
C 1.73519 0.63838 -2.26464 -0.626
S 3.46510 0.27878 -2.78335 0.168
N -0.07968 -0.12850 -0.81337 0.115
C -1.16957 -0.62939 -1.38788 -0.417
O -1.16737 -1.36937 -2.40040 -0.010
C -2.54184 -0.28673 -0.68237 -0.286
C -3.35329 0.77350 -1.46139 -0.648
S -4.46993 1.73215 -0.35504 0.159
N -2.39327 0.17247 0.69427 0.003
C -2.06782 -0.59137 1.73311 -0.580
C -2.01021 0.07915 3.09032 -0.008
O -1.87040 -1.79625 1.66383 0.012
H 5.41499 -0.32335 0.87323 0.084
H 4.17182 0.70045 1.66067 0.060
H 4.12383 -1.04725 2.03035 0.086
H 3.79647 -0.63623 -0.79886 -0.025
H 1.47444 -1.39187 -1.49096 0.139
H 1.73418 1.65631 -1.87243 0.046
H 1.07353 0.51237 -3.12963 0.047
H -0.24368 0.41189 -0.00791 0.100
H -3.15632 -1.17613 -0.62344 0.134
H -2.67602 1.48175 -1.95682 0.046
H -3.99096 0.28613 -2.22056 0.043
H -2.81034 1.10687 0.82980 0.000
H -1.48698 -0.63286 3.73083 0.074
H -3.00359 0.31462 3.39094 0.062
H -1.38542 0.97267 2.99306 0.078
```

Output
Charge ... -2
Spin multiplicity ... 1
Orbital gap ... 6.3 eV
E_HOMO ... -1.133 eV

(5)
# C9H15N3O4S

A cluster of 3 separate species, C9H15N3O4S in total at a distorted geometry (wB97M-V/def2-TZVPD, OMol25).

The geometry in XYZ format:
```
32
Properties=species:S:1:pos:R:3:lowdin_charge:R:1
N -1.84522 -1.34700 2.10678 0.020
C -0.98705 -2.06954 3.04445 -0.325
O 0.29371 -1.45965 3.25948 -0.303
S 1.22358 -1.44399 1.88331 0.987
O 2.19629 -0.33372 2.10866 -0.388
O 2.12778 -2.85864 1.71384 -0.312
O 1.44824 -3.70429 0.78975 -0.077
H -2.24880 -1.94573 1.40021 0.069
H -1.40214 -0.52660 1.71587 0.053
H -1.49229 -2.04678 4.03264 0.125
H -0.87349 -3.14887 2.79997 0.125
H 0.91249 -3.13266 0.20860 0.043
N -0.00935 4.14189 0.06809 -0.004
C 1.26349 4.52171 -0.25814 -0.143
C 2.10899 3.49499 0.07775 -0.104
C 1.31649 2.45328 0.62383 -0.102
C 0.01272 2.88072 0.60140 -0.146
H -0.83137 4.70044 -0.06379 0.141
H 1.45717 5.48587 -0.69820 0.104
H 3.17862 3.49214 -0.05477 0.091
H 1.66445 1.50043 0.99145 0.053
H -0.89824 2.39947 0.91852 0.096
N -0.89907 -1.19849 -1.59073 0.002
C -0.03851 -1.87762 -2.41263 -0.140
C -0.30445 -1.50153 -3.70352 -0.105
C -1.36039 -0.55631 -3.65933 -0.106
C -1.70456 -0.38719 -2.34316 -0.138
H -0.93265 -1.28156 -0.59110 0.096
H 0.68565 -2.56815 -2.01054 0.097
H 0.20415 -1.86380 -4.58190 0.093
H -1.81602 -0.05557 -4.49784 0.092
H -2.45020 0.23676 -1.87896 0.105
```

Output
Spin multiplicity ... 1
Orbital gap ... 8.5 eV
E_HOMO ... -8.207 eV

(6)
# C9H15N3OS

The molecule C9H15N3OS at a distorted geometry (wB97M-V/def2-TZVPD, OMol25).

The geometry in XYZ format:
```
29
Properties=species:S:1:pos:R:3:lowdin_charge:R:1
O 0.93438 0.56486 3.09644 0.004
N 0.93294 1.26694 2.08782 -0.032
N 0.18216 0.91628 0.96641 -0.054
C -0.20449 2.05587 0.17074 -0.607
N -0.79750 1.87277 -1.02597 0.021
C -1.55719 3.10677 -1.43045 -0.272
C -0.77952 4.27755 -0.86694 -0.415
S 0.24608 3.66265 0.56000 0.953
C 0.11495 -0.42027 0.37282 -0.302
C -0.57028 -1.41710 1.24319 -0.167
C -0.64314 -2.84582 0.69147 -0.177
C 0.25710 -3.01065 -0.56212 -0.232
C 1.59186 -2.37173 -0.34277 -0.236
C 1.48337 -0.87428 -0.24756 -0.122
H -2.54990 3.09282 -1.07717 0.085
H -1.57261 3.07813 -2.54418 0.118
H -1.51775 5.07650 -0.74364 0.083
H -0.03380 4.51782 -1.62950 0.067
H -0.52293 -0.43772 -0.48669 0.118
H 0.09269 -1.49080 2.11374 0.102
H -1.49034 -0.98847 1.56208 0.112
H -0.22778 -3.52188 1.47181 0.115
H -1.69716 -3.08899 0.41318 0.115
H 0.40806 -4.16674 -0.82268 0.148
H -0.17776 -2.51257 -1.48480 0.127
H 2.23576 -2.59715 -1.21589 0.115
H 2.09278 -2.89183 0.52088 0.131
H 1.53334 -0.44640 -1.18260 0.086
H 2.23668 -0.40657 0.39242 0.115
```

Output
Spin multiplicity ... 1
Orbital gap ... 8.5 eV
Energy relative to the best compared isomer or geometry (same formula, charge and spin) ... 103.8 kcal per mole
E_HOMO ... -8.669 eV

(7)
# C9H15N4O5

A cluster of 2 separate species, C9H15N4O5 in total at a distorted geometry (wB97M-V/def2-TZVPD, OMol25).

The geometry in XYZ format:
```
33
Properties=species:S:1:pos:R:3:lowdin_charge:R:1
C 5.45767 -0.12949 2.86446 -0.063
O 4.19409 0.52996 3.07412 -0.044
C 3.16881 -0.35376 3.03583 -0.536
N 1.97296 0.40593 3.19765 0.092
N 0.91264 -0.31130 3.18870 0.100
C -0.23385 0.40959 3.35350 -0.311
C -1.43721 -0.47994 3.31665 -0.047
C -0.21895 1.79541 3.46103 0.076
C -1.40043 2.62504 3.72049 -0.421
O -2.55146 2.15652 3.60433 -0.001
N -1.23382 3.94545 4.06647 -0.145
C -2.38736 4.79205 4.18353 -0.061
C 0.01304 4.58571 4.43464 -0.063
O 3.29465 -1.55495 2.88800 0.074
H 6.20176 0.66282 2.89841 0.085
H 5.63485 -0.87525 3.64795 0.091
H 5.46071 -0.63608 1.89191 0.094
H -2.34637 0.11341 3.45345 0.058
H -1.48942 -1.01750 2.35977 0.081
H -1.36789 -1.24687 4.10055 0.074
H 0.75731 2.27648 3.45833 0.095
H -3.28986 4.20923 3.98936 0.084
H -2.41781 5.20850 5.19976 0.080
H -2.31785 5.63239 3.47974 0.097
H 0.77141 3.84243 4.70584 0.083
H 0.38982 5.21867 3.61582 0.085
H -0.18977 5.22658 5.30587 0.079
C -0.28112 2.30276 0.55634 -0.036
N -0.46917 3.56895 0.91741 -0.547
O -1.62857 4.09288 0.86763 -0.120
O 0.53749 4.24680 1.32354 -0.145
H 0.74235 1.94310 0.48315 0.056
H -1.12006 1.79167 0.09591 0.059
```

Output
Charge ... -1
Spin multiplicity ... 1
Orbital gap ... 5.1 eV
Energy relative to the best compared isomer or geometry (same formula, charge and spin) ... 0.0 kcal per mole
E_HOMO ... -3.542 eV

(8)
# C9H15N6S3Sc

A structure of composition C9H15N6S3Sc at a distorted geometry (wB97M-V/def2-TZVPD, OMol25).

The geometry in XYZ format:
```
34
Properties=species:S:1:pos:R:3:lowdin_charge:R:1
Sc 0.81954 -0.29070 0.20061 0.619
S 2.40529 -1.92981 -0.78196 0.639
C 1.45900 -3.27471 -0.16560 -0.700
C 2.19372 -4.49212 -0.02444 -0.256
N 2.81271 -5.45911 0.02885 0.228
C 0.13888 -3.24482 0.16439 -0.688
S -0.97639 -1.90177 -0.12211 0.636
C -0.46521 -4.37356 0.79453 -0.262
N -0.96984 -5.23588 1.36360 0.220
S 0.59048 0.55598 2.68004 0.627
C -1.00046 0.32825 3.30201 -0.786
N -1.42060 0.97196 4.37607 0.050
C -2.81898 0.66888 4.69629 -0.088
C -3.11914 -0.49603 3.73570 -0.085
N -1.94701 -0.48000 2.84478 0.041
H -0.86658 1.64582 4.87752 0.157
H -3.44468 1.53782 4.49290 0.129
H -2.93426 0.39461 5.74175 0.132
H -4.03330 -0.33859 3.16912 0.128
H -3.18702 -1.45314 4.25170 0.134
H -1.76547 -1.22406 2.18751 0.058
N 1.69199 3.42475 -4.79538 0.212
C 1.36164 2.06574 -4.24767 -0.126
C 1.38693 2.04066 -2.71221 -0.219
N 1.12044 0.68269 -2.19593 -0.041
H 1.64943 3.42161 -5.81792 0.187
H 2.63451 3.72118 -4.53070 0.183
H 1.03656 4.13543 -4.46259 0.182
H 2.08520 1.35903 -4.65175 0.146
H 0.37050 1.79649 -4.61070 0.145
H 0.63699 2.72785 -2.31594 0.129
H 2.36535 2.35426 -2.34508 0.133
H 1.88510 0.06748 -2.46206 0.039
H 0.30467 0.29379 -2.66534 0.097
```

Output
Charge ... +2
Spin multiplicity ... 1
Orbital gap ... 7.3 eV
Energy relative to the best compared isomer or geometry (same formula, charge and spin) ... 23.7 kcal per mole
E_HOMO ... -13.887 eV